(1)
63
Properties=species:S:1:pos:R:3 method="wB97M-V/def2-TZVPD" orbital_gap_ev="6.13 / 6.13" total_charge=-2 total_energy_ha=-4128.3912 lumo_energy_ev="4.1 / 4.1" fmax_ev_per_a=4.25
Pd -0.795 -1.506 -0.457
C -3.303 3.438 3.251
C -2.633 2.746 2.100
C -1.376 3.161 1.667
C -0.701 2.457 0.704
C -1.224 1.266 0.149
N -0.424 0.493 -0.608
C 0.543 1.026 -1.413
C 0.116 1.953 -2.390
C 1.000 2.638 -3.188
C 2.368 2.436 -3.050
C 3.380 3.232 -3.824
C 2.802 1.488 -2.134
C 1.936 0.773 -1.324
C 2.522 -0.195 -0.289
O 1.664 -1.198 0.024
C 2.947 0.665 0.947
F 4.011 0.226 1.624
F 1.951 0.875 1.792
F 3.336 1.922 0.562
C 3.817 -0.874 -0.822
F 3.711 -1.248 -2.104
F 4.148 -1.961 -0.137
F 4.935 -0.094 -0.792
C -2.565 0.935 0.482
C -3.221 1.658 1.466
C -3.294 -0.181 -0.280
O -2.693 -0.641 -1.384
C -4.679 0.365 -0.768
F -5.341 -0.533 -1.507
F -4.504 1.446 -1.543
F -5.589 0.761 0.156
C -3.554 -1.391 0.696
F -3.639 -2.542 0.022
F -4.689 -1.310 1.434
F -2.558 -1.540 1.589
H -3.045 4.496 3.264
H -2.972 2.995 4.191
H -4.385 3.339 3.202
H -0.911 4.031 2.113
H 0.290 2.757 0.398
H -0.950 2.104 -2.480
H 0.624 3.350 -3.911
H 2.899 3.851 -4.578
H 4.095 2.572 -4.315
H 3.936 3.879 -3.144
H 3.866 1.352 -2.035
H -4.215 1.367 1.774
F 1.541 -4.397 3.438
C 0.734 -3.344 3.168
F -0.461 -3.878 2.843
F 0.542 -2.749 4.374
S 1.299 -2.157 1.726
O 0.074 -1.390 1.817
O 2.513 -1.704 2.338
N 1.396 -3.463 0.787
S 0.507 -3.627 -0.455
O 0.848 -3.076 -1.742
O -0.919 -3.720 -0.197
C 0.972 -5.460 -0.738
F 0.598 -6.279 0.254
F 0.427 -5.980 -1.859
F 2.296 -5.613 -0.883



(2)
56
Properties=species:S:1:pos:R:3 method="wB97M-V/def2-TZVPD" multiplicity=3 orbital_gap_ev="8.44 / 8.44" total_charge=-1 total_energy_ha=-5986.3623 lumo_energy_ev="2.4 / 2.4" fmax_ev_per_a=0.60
Ni -1.206 -0.464 0.990
F -2.608 -2.237 5.369
C -1.331 -2.495 5.122
F -0.583 -1.617 5.794
F -1.051 -3.722 5.566
S -0.930 -2.355 3.322
O -1.274 -0.964 3.017
O 0.426 -2.760 3.171
N -2.013 -3.351 2.760
S -2.342 -3.471 1.237
O -2.210 -2.213 0.506
O -3.542 -4.213 1.038
C -1.006 -4.534 0.500
F 0.145 -3.888 0.405
F -0.829 -5.625 1.242
F -1.384 -4.918 -0.724
Cl 6.339 -1.086 -2.832
C 4.970 -0.945 -1.754
C 5.187 -0.585 -0.435
C 4.098 -0.474 0.412
C 2.813 -0.729 -0.049
C 2.620 -1.085 -1.378
C 3.698 -1.193 -2.241
C 1.643 -0.572 0.896
O 1.808 -0.060 1.992
O 0.521 -0.950 0.388
H 6.193 -0.394 -0.086
H 4.221 -0.184 1.446
H 1.613 -1.260 -1.731
H 3.557 -1.462 -3.279
O -2.136 0.841 -0.003
C -1.387 1.722 -0.762
C -0.917 1.029 -2.042
C -1.188 -0.258 -2.389
C -0.685 -0.610 -3.670
C -0.055 0.427 -4.285
S -0.077 1.836 -3.314
C -2.282 2.880 -1.168
C -1.972 4.175 -1.445
C -3.099 4.930 -1.866
C -4.236 4.180 -1.898
S -3.952 2.565 -1.405
C -0.242 2.277 0.084
C -0.348 2.511 1.425
C 0.824 3.076 1.991
C 1.797 3.273 1.065
S 1.310 2.748 -0.490
H -1.746 -0.928 -1.754
H -0.792 -1.590 -4.108
H 0.420 0.443 -5.251
H -0.974 4.577 -1.344
H -3.064 5.978 -2.121
H -5.229 4.503 -2.158
H -1.255 2.305 1.980
H 0.944 3.284 3.042
H 2.798 3.635 1.219



(3)
46
Properties=species:S:1:pos:R:3 method="wB97M-V/def2-TZVPD" orbital_gap_ev="3.51 / 3.46" total_charge=-2 total_energy_ha=-3975.8189 lumo_energy_ev="3.9 / 3.9" fmax_ev_per_a=1.02 relative_energy_kj_mol=0.00
Ni -0.301 1.023 -0.041
Cl 2.815 7.152 0.388
C 2.412 5.458 0.144
C 3.438 4.577 -0.114
C 3.150 3.231 -0.299
I 4.698 1.858 -0.698
C 1.851 2.703 -0.230
O 1.587 1.466 -0.390
C 0.801 3.655 0.034
N -0.448 3.126 0.087
C -1.462 3.958 0.289
C -1.296 5.326 0.476
C -0.035 5.883 0.456
C 1.067 5.038 0.220
H 4.454 4.941 -0.171
H -2.443 3.497 0.314
H -2.162 5.958 0.635
H 0.113 6.941 0.622
O -5.681 -2.415 0.676
S -4.978 -1.690 -0.366
O -5.790 -1.358 -1.520
N -4.182 -0.411 0.200
C -2.859 -0.576 0.117
O -2.051 0.317 0.440
C -2.437 -1.913 -0.434
C -1.158 -2.495 -0.558
C -1.083 -3.712 -1.259
C -2.209 -4.387 -1.700
C -3.479 -3.865 -1.469
C -3.544 -2.638 -0.857
H -0.030 -0.783 -0.060
H -0.104 -4.123 -1.462
H -2.091 -5.329 -2.224
H -4.377 -4.388 -1.772
N -0.028 -1.880 -0.070
C 1.130 -2.485 0.376
C 1.190 -3.800 0.870
C 2.385 -4.320 1.343
C 3.543 -3.557 1.355
C 3.483 -2.244 0.900
C 2.301 -1.711 0.420
H 0.295 -4.404 0.915
H 2.406 -5.339 1.718
H 4.475 -3.975 1.720
H 4.371 -1.622 0.910
H 2.265 -0.686 0.069



Repeat the second record exactly.
56
Properties=species:S:1:pos:R:3 method="wB97M-V/def2-TZVPD" multiplicity=3 orbital_gap_ev="8.44 / 8.44" total_charge=-1 total_energy_ha=-5986.3623 lumo_energy_ev="2.4 / 2.4" fmax_ev_per_a=0.60
Ni -1.206 -0.464 0.990
F -2.608 -2.237 5.369
C -1.331 -2.495 5.122
F -0.583 -1.617 5.794
F -1.051 -3.722 5.566
S -0.930 -2.355 3.322
O -1.274 -0.964 3.017
O 0.426 -2.760 3.171
N -2.013 -3.351 2.760
S -2.342 -3.471 1.237
O -2.210 -2.213 0.506
O -3.542 -4.213 1.038
C -1.006 -4.534 0.500
F 0.145 -3.888 0.405
F -0.829 -5.625 1.242
F -1.384 -4.918 -0.724
Cl 6.339 -1.086 -2.832
C 4.970 -0.945 -1.754
C 5.187 -0.585 -0.435
C 4.098 -0.474 0.412
C 2.813 -0.729 -0.049
C 2.620 -1.085 -1.378
C 3.698 -1.193 -2.241
C 1.643 -0.572 0.896
O 1.808 -0.060 1.992
O 0.521 -0.950 0.388
H 6.193 -0.394 -0.086
H 4.221 -0.184 1.446
H 1.613 -1.260 -1.731
H 3.557 -1.462 -3.279
O -2.136 0.841 -0.003
C -1.387 1.722 -0.762
C -0.917 1.029 -2.042
C -1.188 -0.258 -2.389
C -0.685 -0.610 -3.670
C -0.055 0.427 -4.285
S -0.077 1.836 -3.314
C -2.282 2.880 -1.168
C -1.972 4.175 -1.445
C -3.099 4.930 -1.866
C -4.236 4.180 -1.898
S -3.952 2.565 -1.405
C -0.242 2.277 0.084
C -0.348 2.511 1.425
C 0.824 3.076 1.991
C 1.797 3.273 1.065
S 1.310 2.748 -0.490
H -1.746 -0.928 -1.754
H -0.792 -1.590 -4.108
H 0.420 0.443 -5.251
H -0.974 4.577 -1.344
H -3.064 5.978 -2.121
H -5.229 4.503 -2.158
H -1.255 2.305 1.980
H 0.944 3.284 3.042
H 2.798 3.635 1.219